Record 1
{"formula": "C24H18N5OPt", "method": "ωB97M-V/def2-TZVPD", "lumo_ev": [-3.342, -4.613], "fmax_ha_per_bohr": 0.0404, "de_lowest_kj_mol": 24.8, "multiplicity": 3, "charge": 1, "e_homo_ha": [-0.371, -0.370], "gap_ev": [6.746, 5.447], "species": ["Pt", "C", "C", "N", "C", "C", "C", "C", "C", "C", "C", "N", "C", "C", "C", "C", "C", "C", "C", "C", "N", "C", "H", "H", "H", "H", "H", "H", "H", "H", "H", "H", "H", "H", "N", "C", "O", "C", "C", "C", "C", "N", "C", "H", "H", "H", "H", "H", "H"], "coordinates": [[-1.465, 0.325, -0.926], [-4.602, 0.840, 2.034], [-3.945, 0.567, 0.834], [-2.697, 0.933, 0.606], [-1.994, 1.633, 1.540], [-2.582, 1.912, 2.801], [-3.914, 1.494, 3.025], [-1.844, 2.609, 3.779], [-0.574, 3.041, 3.494], [0.018, 2.790, 2.260], [-0.640, 2.081, 1.253], [-0.160, 1.775, 0.024], [1.043, 1.786, -0.598], [2.214, 2.407, -0.159], [3.403, 2.335, -0.878], [3.483, 1.648, -2.061], [2.332, 1.030, -2.590], [2.346, 0.367, -3.837], [1.188, -0.177, -4.335], [0.026, -0.095, -3.566], [-0.007, 0.488, -2.381], [1.108, 1.089, -1.873], [-5.631, 0.542, 2.165], [-4.449, 0.034, 0.036], [-4.380, 1.706, 3.974], [-2.297, 2.814, 4.735], [-0.015, 3.598, 4.228], [1.004, 3.183, 2.097], [2.222, 2.975, 0.752], [4.271, 2.839, -0.485], [4.410, 1.593, -2.608], [3.267, 0.314, -4.398], [1.160, -0.645, -5.306], [-0.907, -0.510, -3.929], [2.438, -3.752, -1.867], [1.931, -4.229, -0.711], [2.364, -5.219, -0.172], [0.789, -3.465, -0.086], [0.372, -3.897, 1.173], [-0.675, -3.246, 1.799], [-1.274, -2.175, 1.152], [-0.888, -1.762, -0.054], [0.120, -2.393, -0.658], [3.187, -4.279, -2.287], [2.110, -2.931, -2.342], [0.884, -4.739, 1.620], [-1.025, -3.568, 2.767], [-2.099, -1.645, 1.607], [0.374, -2.024, -1.644]], "forces_ev_per_angstrom": [[0.314, 0.758, 0.225], [0.107, 0.239, 0.261], [-0.119, -0.040, -0.113], [-0.112, -0.529, 0.029], [0.364, 0.424, 0.723], [0.081, 0.028, -0.210], [0.061, -0.134, -0.372], [0.253, 0.162, -0.018], [-0.584, -0.100, 0.329], [-0.091, -0.295, -0.703], [0.018, 0.268, 0.902], [-1.336, -1.141, -1.106], [0.842, 0.108, -0.043], [-0.712, -0.175, 0.041], [0.231, -0.259, -0.539], [0.063, 0.178, 0.184], [-0.179, 0.091, 0.106], [-0.395, -0.053, 0.107], [0.317, 0.209, 0.046], [-0.154, 0.010, -0.047], [-0.002, -0.558, -0.046], [0.738, 0.297, 0.158], [-0.043, -0.067, -0.010], [0.081, -0.002, 0.044], [-0.040, 0.035, 0.117], [-0.078, 0.028, 0.126], [0.039, 0.042, 0.122], [0.044, -0.032, -0.058], [-0.061, 0.001, 0.053], [0.135, 0.026, 0.028], [0.105, 0.001, -0.090], [0.113, 0.011, -0.047], [-0.041, -0.079, -0.050], [0.038, -0.038, 0.092], [0.142, 0.072, -0.346], [-0.113, 0.228, -0.046], [0.038, -0.204, 0.153], [-0.255, -0.009, 0.295], [0.009, 0.138, -0.185], [0.041, 0.021, -0.199], [-0.108, -0.142, 0.179], [0.058, 0.599, -0.185], [0.284, -0.327, -0.103], [-0.013, 0.027, 0.004], [-0.019, -0.017, 0.086], [-0.019, 0.006, 0.012], [-0.061, 0.061, 0.066], [-0.008, 0.098, 0.010], [0.027, 0.034, 0.018]]}



Record 2
{"formula": "C24H19Cl2FeN4S2", "method": "ωB97M-V/def2-TZVPD", "lumo_ev": [1.719, 1.709], "fmax_ha_per_bohr": 0.0396, "de_lowest_kj_mol": 126.3, "multiplicity": 5, "charge": -1, "e_homo_ha": [-0.134, -0.152], "gap_ev": [5.357, 5.855], "species": ["Fe", "C", "C", "C", "C", "C", "C", "N", "C", "C", "C", "C", "C", "C", "N", "N", "C", "C", "C", "C", "C", "N", "H", "H", "H", "H", "H", "H", "H", "H", "H", "H", "H", "H", "H", "S", "C", "C", "C", "C", "C", "C", "S", "H", "H", "H", "H", "Cl", "C", "Cl", "H", "H"], "coordinates": [[0.043, 0.147, -0.333], [-0.205, -2.966, 4.267], [0.235, -3.434, 3.037], [0.701, -2.559, 2.080], [0.761, -1.180, 2.335], [0.329, -0.721, 3.594], [-0.164, -1.603, 4.528], [1.174, -0.309, 1.360], [2.007, 0.730, 1.663], [3.012, 0.697, 2.628], [3.832, 1.797, 2.818], [3.643, 2.960, 2.084], [2.647, 3.032, 1.127], [1.851, 1.912, 0.887], [0.811, 1.853, 0.013], [0.253, 2.988, -0.374], [-0.996, 2.877, -0.787], [-1.714, 4.024, -1.205], [-3.030, 3.899, -1.543], [-3.647, 2.640, -1.471], [-2.888, 1.561, -1.070], [-1.609, 1.647, -0.738], [-0.592, -3.653, 5.009], [0.222, -4.497, 2.829], [1.020, -2.929, 1.117], [0.362, 0.340, 3.802], [-0.520, -1.230, 5.479], [3.143, -0.202, 3.216], [4.620, 1.751, 3.558], [4.270, 3.825, 2.264], [2.474, 3.923, 0.542], [-1.197, 4.970, -1.226], [-3.606, 4.758, -1.857], [-4.693, 2.518, -1.702], [-3.327, 0.571, -0.992], [0.169, 0.192, -2.895], [-1.137, -0.879, -3.262], [-1.609, -0.936, -4.577], [-2.600, -1.818, -4.942], [-3.157, -2.662, -3.987], [-2.737, -2.591, -2.675], [-1.729, -1.708, -2.286], [-1.232, -1.659, -0.612], [-1.166, -0.269, -5.303], [-2.938, -1.856, -5.971], [-3.914, -3.378, -4.277], [-3.186, -3.225, -1.926], [2.965, -0.223, -1.163], [3.333, -1.919, -0.766], [2.067, -2.989, -1.382], [3.373, -2.019, 0.318], [4.272, -2.200, -1.236]], "forces_ev_per_angstrom": [[-0.349, -0.728, -1.162], [-0.083, -0.154, 0.031], [-0.095, -0.206, 0.274], [0.129, 0.350, -0.071], [-0.314, -0.693, 0.789], [0.093, -0.024, -0.384], [0.007, -0.140, 0.299], [-0.905, 0.147, -1.818], [0.137, 0.692, -0.136], [-0.006, -0.052, -0.003], [0.011, 0.083, 0.080], [0.194, 0.235, 0.085], [-0.131, -0.351, -0.242], [1.020, 0.117, 1.008], [-1.066, 0.805, -0.413], [1.562, 0.503, 0.387], [-1.344, -0.755, -0.363], [0.272, -0.178, 0.066], [-0.258, -0.302, -0.029], [-0.005, 0.227, -0.028], [-0.218, -0.269, 0.042], [0.682, 0.534, 0.312], [0.013, -0.002, 0.015], [-0.054, 0.021, -0.031], [0.003, 0.046, -0.107], [-0.002, 0.051, -0.011], [-0.016, 0.034, 0.068], [0.016, -0.025, 0.058], [0.056, -0.004, 0.059], [0.039, -0.018, 0.011], [-0.003, 0.046, 0.023], [0.073, 0.090, -0.003], [0.016, 0.088, -0.007], [-0.041, -0.066, -0.064], [0.052, -0.035, -0.034], [0.266, 0.238, 1.497], [-0.365, -0.275, 0.150], [0.079, 0.014, 0.103], [-0.126, -0.169, -0.058], [-0.125, -0.065, -0.286], [0.167, 0.032, 0.160], [0.024, 0.352, -0.667], [0.161, -0.022, 0.628], [0.033, 0.041, -0.089], [-0.023, -0.015, -0.020], [-0.104, -0.005, 0.039], [-0.046, -0.107, 0.108], [0.780, -0.392, -0.132], [-0.170, 0.236, -0.022], [0.127, -0.170, -0.053], [-0.065, 0.096, -0.121], [-0.096, 0.143, 0.062]]}



Record 3
{"formula": "C24H19ClN13O2PdSSe", "method": "ωB97M-V/def2-TZVPD", "lumo_ev": [-2.630, -6.456], "fmax_ha_per_bohr": 0.0157, "de_lowest_kj_mol": 0.0, "multiplicity": 5, "charge": 1, "e_homo_ha": [-0.416, -0.415], "gap_ev": [8.689, 4.848], "species": ["Pd", "N", "C", "N", "N", "N", "N", "C", "N", "N", "N", "N", "H", "Cl", "C", "C", "C", "C", "C", "C", "C", "O", "O", "H", "H", "H", "H", "C", "N", "C", "Se", "N", "C", "C", "C", "C", "C", "C", "H", "H", "H", "H", "H", "H", "H", "H", "N", "C", "N", "C", "C", "C", "C", "C", "C", "S", "H", "H", "H", "H", "H", "H"], "coordinates": [[0.870, 0.559, 0.972], [3.950, 2.218, 1.982], [3.586, 2.334, 0.664], [4.262, 3.074, -0.209], [3.571, 2.964, -1.329], [2.522, 2.171, -1.135], [2.519, 1.759, 0.118], [3.242, 1.577, 2.918], [3.564, 1.553, 4.225], [2.627, 0.832, 4.777], [1.748, 0.410, 3.836], [2.123, 0.872, 2.673], [4.804, 2.686, 2.271], [-1.311, -5.791, 2.631], [-1.594, -4.153, 2.148], [-2.750, -3.834, 1.451], [-2.965, -2.525, 1.056], [-2.022, -1.538, 1.334], [-0.887, -1.879, 2.060], [-0.663, -3.180, 2.473], [-2.272, -0.161, 0.809], [-3.393, 0.246, 0.590], [-1.204, 0.567, 0.498], [-3.469, -4.609, 1.220], [-3.860, -2.250, 0.513], [-0.169, -1.128, 2.367], [0.219, -3.438, 3.045], [-3.440, 3.425, -0.231], [-2.235, 3.215, -1.044], [-1.002, 2.985, -0.585], [-0.506, 3.007, 1.217], [-0.194, 2.692, -1.610], [-0.924, 2.722, -2.784], [-0.554, 2.497, -4.110], [-1.557, 2.599, -5.044], [-2.884, 2.913, -4.679], [-3.247, 3.135, -3.371], [-2.229, 3.037, -2.422], [-3.186, 4.014, 0.643], [-3.835, 2.457, 0.072], [-4.165, 3.967, -0.830], [0.806, 2.488, -1.523], [0.466, 2.258, -4.381], [-1.326, 2.437, -6.088], [-3.638, 2.980, -5.452], [-4.266, 3.374, -3.098], [-0.727, -0.975, -1.871], [0.124, -1.742, -1.160], [0.992, -1.280, -0.295], [1.741, -2.333, 0.271], [2.756, -2.209, 1.211], [3.377, -3.352, 1.685], [3.005, -4.615, 1.226], [2.014, -4.750, 0.270], [1.396, -3.599, -0.194], [0.130, -3.462, -1.380], [-0.963, -0.081, -1.464], [-1.438, -1.424, -2.422], [3.065, -1.230, 1.551], [4.165, -3.264, 2.421], [3.501, -5.497, 1.610], [1.728, -5.726, -0.099]], "forces_ev_per_angstrom": [[0.047, 0.348, -0.634], [0.048, -0.011, 0.215], [0.182, -0.046, 0.035], [-0.274, -0.124, -0.166], [-0.356, -0.286, 0.150], [0.643, 0.466, -0.138], [-0.222, -0.281, -0.035], [0.372, 0.252, -0.530], [-0.408, -0.361, 0.228], [0.157, 0.144, -0.321], [0.181, 0.080, 0.156], [-0.310, -0.364, 0.540], [-0.040, 0.038, -0.009], [0.005, 0.037, -0.036], [-0.032, -0.042, -0.001], [-0.058, -0.008, -0.044], [0.010, -0.019, -0.035], [0.027, -0.045, 0.080], [-0.057, -0.042, 0.086], [0.000, 0.031, 0.040], [0.029, -0.081, -0.164], [0.003, 0.062, -0.013], [-0.137, 0.072, 0.329], [0.016, 0.029, 0.015], [-0.002, -0.023, 0.018], [0.029, 0.080, 0.062], [-0.003, 0.009, -0.018], [0.107, -0.030, -0.115], [-0.260, -0.002, 0.047], [0.112, 0.088, -0.168], [-0.262, 0.036, 0.123], [-0.363, 0.133, -0.025], [0.105, -0.057, 0.089], [0.058, -0.005, 0.043], [-0.101, 0.015, -0.015], [0.057, -0.028, -0.057], [-0.036, 0.010, 0.034], [-0.111, 0.042, 0.086], [0.032, 0.032, 0.022], [0.015, -0.044, 0.004], [0.020, 0.036, -0.011], [0.366, -0.045, -0.115], [-0.039, 0.012, 0.012], [-0.017, 0.004, 0.010], [0.021, -0.001, -0.002], [0.030, -0.015, -0.012], [0.104, 0.058, 0.006], [0.013, 0.092, -0.004], [0.454, -0.331, 0.530], [-0.058, 0.163, -0.232], [0.028, 0.041, 0.024], [-0.017, 0.028, 0.002], [0.009, -0.003, 0.014], [-0.034, -0.034, -0.027], [0.028, -0.082, -0.061], [-0.048, -0.079, -0.050], [-0.026, 0.017, -0.013], [-0.022, -0.018, 0.017], [-0.001, -0.012, 0.034], [-0.003, 0.007, -0.010], [-0.011, 0.023, -0.002], [0.000, 0.035, 0.011]]}



Record 4
{"formula": "C24H19ClN13O2PdSSe", "method": "ωB97M-V/def2-TZVPD", "lumo_ev": [-2.558, -6.795], "fmax_ha_per_bohr": 0.0626, "de_lowest_kj_mol": 128.6, "multiplicity": 5, "charge": 1, "e_homo_ha": [-0.410, -0.410], "gap_ev": [8.588, 4.369], "species": ["Pd", "N", "C", "N", "N", "N", "N", "C", "N", "N", "N", "N", "H", "Cl", "C", "C", "C", "C", "C", "C", "C", "O", "O", "H", "H", "H", "H", "C", "N", "C", "Se", "N", "C", "C", "C", "C", "C", "C", "H", "H", "H", "H", "H", "H", "H", "H", "N", "C", "N", "C", "C", "C", "C", "C", "C", "S", "H", "H", "H", "H", "H", "H"], "coordinates": [[0.666, 0.281, -1.772], [-0.338, -2.747, -3.671], [-0.705, -1.540, -4.151], [-1.588, -1.314, -5.141], [-1.682, -0.020, -5.210], [-0.887, 0.550, -4.322], [-0.269, -0.375, -3.631], [0.249, -2.886, -2.453], [0.677, -4.041, -1.930], [1.144, -3.728, -0.748], [1.020, -2.441, -0.533], [0.458, -1.874, -1.593], [-0.521, -3.583, -4.217], [5.786, -0.421, 2.558], [5.202, -0.247, 0.949], [6.090, 0.086, -0.067], [5.617, 0.273, -1.352], [4.248, 0.167, -1.579], [3.373, -0.239, -0.588], [3.846, -0.433, 0.694], [3.659, 0.515, -2.981], [4.501, 0.433, -3.884], [2.454, 0.811, -3.012], [7.140, 0.207, 0.155], [6.281, 0.525, -2.166], [2.309, -0.348, -0.860], [3.195, -0.715, 1.510], [-0.877, 3.293, 2.241], [-0.485, 1.901, 2.170], [0.343, 1.350, 1.266], [1.184, 2.222, -0.168], [0.478, 0.042, 1.575], [-0.284, -0.262, 2.690], [-0.456, -1.449, 3.386], [-1.327, -1.409, 4.458], [-1.993, -0.231, 4.814], [-1.803, 0.955, 4.128], [-0.918, 0.921, 3.060], [-0.425, 3.834, 1.414], [-0.532, 3.725, 3.180], [-1.962, 3.371, 2.181], [1.019, -0.654, 1.076], [0.062, -2.352, 3.092], [-1.505, -2.308, 5.032], [-2.666, -0.250, 5.660], [-2.320, 1.858, 4.421], [-1.219, 2.817, -2.418], [-1.915, 1.997, -1.610], [-1.560, 0.767, -1.285], [-2.495, 0.183, -0.436], [-2.493, -1.130, 0.020], [-3.518, -1.557, 0.846], [-4.531, -0.689, 1.245], [-4.551, 0.620, 0.802], [-3.538, 1.035, -0.047], [-3.360, 2.584, -0.822], [-0.715, 2.370, -3.173], [-1.653, 3.691, -2.667], [-1.702, -1.803, -0.283], [-3.538, -2.585, 1.179], [-5.321, -1.049, 1.890], [-5.345, 1.301, 1.080]], "forces_ev_per_angstrom": [[-1.904, 0.340, -0.400], [-0.161, 0.291, -0.277], [0.132, 0.029, 0.301], [0.079, -0.286, -0.191], [-0.407, -0.262, -0.582], [0.582, 0.000, 0.527], [-0.299, 0.418, -0.545], [0.505, 0.077, 0.720], [-0.365, -0.029, -0.620], [0.037, -0.154, 0.297], [-0.048, 0.266, 0.042], [0.453, -0.128, 0.286], [-0.137, 0.028, 0.054], [-0.007, -0.053, 0.004], [-0.059, 0.050, -0.132], [0.152, 0.029, -0.005], [-0.096, 0.044, 0.177], [0.540, -0.037, -1.088], [-0.249, -0.170, -0.316], [0.045, -0.003, 0.013], [-1.745, 0.106, 2.701], [0.684, -0.148, -0.871], [0.885, -0.060, -1.061], [0.000, -0.018, 0.016], [0.075, 0.070, 0.075], [1.325, -0.383, 0.743], [-0.002, -0.023, -0.029], [-0.055, 0.197, 0.037], [0.081, -0.126, -0.243], [0.080, -0.180, -0.045], [0.060, -0.095, 0.395], [-0.019, 0.084, 0.088], [-0.157, 0.120, 0.120], [-0.051, 0.030, -0.090], [0.019, -0.063, -0.039], [-0.039, 0.027, 0.075], [0.026, 0.108, 0.037], [0.051, -0.388, 0.074], [-0.036, -0.044, -0.019], [-0.007, -0.028, -0.007], [-0.002, -0.004, -0.025], [-0.075, 0.168, -0.250], [-0.034, -0.027, 0.017], [0.017, 0.006, 0.009], [-0.023, 0.022, -0.017], [0.021, 0.027, -0.005], [-0.106, 0.002, -0.130], [-0.106, -0.405, 0.500], [0.207, 0.751, -0.423], [-0.211, 0.066, 0.226], [0.165, -0.020, -0.059], [0.065, -0.035, 0.030], [-0.093, -0.017, 0.060], [-0.037, 0.048, -0.038], [0.157, -0.042, -0.027], [0.094, -0.087, -0.076], [-0.011, -0.033, -0.125], [0.024, 0.003, -0.008], [-0.018, -0.019, 0.027], [0.036, -0.010, 0.036], [-0.006, 0.013, 0.012], [-0.029, -0.044, 0.042]]}



> Number 4 is which compound?

C24H19ClN13O2PdSSe